No. 1
A 2-piece molecular cluster, H4O2 overall at a distorted geometry, computed with wB97M-V/def2-TZVPD.

The geometry in XYZ format:
```
6
Properties=species:S:1:pos:R:3
O -2.03 -0.10 -0.28
H -1.13 -0.40 -0.23
H -2.16 0.47 0.50
O 2.05 -0.07 -0.26
H 1.67 -0.67 0.47
H 1.59 0.77 -0.20
```

Calculated values
Electronic energy: -152.86377 Eh
HOMO energy: -11.774 eV
Relative energy (zero: lowest compared OMol25 entry of this formula, charge and spin): 0.304 eV
SMILES: O.O

No. 2
One molecule with the formula CH2N4O at a distorted geometry, computed with wB97M-V/def2-TZVPD.

The geometry in XYZ format:
```
8
Properties=species:S:1:pos:R:3
O -1.57 1.04 0.36
N -0.56 0.15 0.11
C -0.19 -0.93 0.49
N 0.96 -1.26 0.09
N 1.39 -0.18 -0.64
N 0.43 0.79 -0.65
H -1.04 2.00 0.40
H -0.84 -1.27 1.38
```

Calculated values
Electronic energy: -333.39514 Eh
HOMO energy: -11.014 eV
Relative energy (zero: lowest compared OMol25 entry of this formula, charge and spin): 4.154 eV
SMILES: On1cnnn1

No. 3
One molecule with the formula C4H12N2S2 at a distorted geometry, computed with wB97M-V/def2-TZVPD.

The geometry in XYZ format:
```
20
Properties=species:S:1:pos:R:3
N 1.31 -0.44 1.71
C 0.05 -1.19 1.79
C -1.25 -0.33 2.00
S -2.49 -0.75 0.67
S -2.35 0.24 -1.01
C -0.80 0.27 -2.09
C 0.43 0.75 -1.27
N 1.61 0.81 -2.20
H 1.70 -0.22 0.78
H 1.23 0.51 2.02
H -0.15 -2.05 1.03
H 0.30 -1.85 2.71
H -1.75 -0.75 2.85
H -1.15 0.78 2.10
H -1.29 0.92 -2.83
H -0.64 -0.67 -2.59
H 0.88 -0.04 -0.61
H 0.14 1.86 -1.00
H 1.80 1.76 -2.19
H 2.43 0.39 -1.88
```

Calculated values
Electronic energy: -1065.39465 Eh
HOMO energy: -8.154 eV
Relative energy (zero: lowest compared OMol25 entry of this formula, charge and spin): 2.485 eV
SMILES: NCCSSCCN